Record 1
{
  "formula": "C20H36NO5P",
  "method": "the ωB97M-V functional and the def2-TZVPD basis",
  "species": ["C", "C", "C", "C", "C", "C", "C", "C", "C", "C", "C", "C", "O", "P", "O", "O", "C", "C", "C", "O", "O", "C", "C", "C", "C", "N", "C", "H", "H", "H", "H", "H", "H", "H", "H", "H", "H", "H", "H", "H", "H", "H", "H", "H", "H", "H", "H", "H", "H", "H", "H", "H", "H", "H", "H", "H", "H", "H", "H", "H", "H", "H", "H"],
  "xyz": [[3.3376, -4.2166, 2.4063], [1.7941, -3.6665, 2.5762], [1.1993, -3.0188, 1.1749], [-0.1108, -3.8231, 0.5749], [-0.1223, -3.5124, -1.0684], [-0.4387, -1.9264, -1.3322], [0.6925, -1.1766, -2.3110], [1.9516, -0.8114, -1.3400], [2.9010, 0.4259, -1.8087], [2.4460, 1.2209, -3.1611], [1.3766, 2.4531, -2.9173], [0.5296, 2.3582, -1.5182], [-0.3624, 3.5273, -1.4609], [-1.7718, 3.2444, -0.4802], [-2.2913, 4.6869, -0.0081], [-3.0708, 2.6045, -1.4999], [-4.3044, 2.4842, -0.6535], [-5.0275, 1.0086, -0.8091], [-4.9012, 0.0623, 0.5424], [-3.5657, -0.6057, 0.6351], [-1.5567, 2.1091, 0.8212], [-0.4720, 2.4951, 1.7354], [0.7247, 1.3663, 1.9946], [1.9774, 1.8217, 2.9903], [1.8812, 3.3239, 3.6369], [0.7916, 4.3425, 3.4585], [-0.3125, 3.9165, 2.5327], [3.8314, -3.9458, 1.3804], [3.3215, -5.3808, 2.5439], [4.0074, -3.7075, 3.2443], [1.0978, -4.5856, 2.8746], [1.7528, -2.8258, 3.4193], [0.9017, -1.9016, 1.3879], [2.0603, -3.1314, 0.3734], [0.0830, -4.9780, 0.7155], [-1.1071, -3.5158, 1.1058], [-1.0713, -4.1136, -1.4720], [0.8837, -3.8817, -1.5385], [-1.5174, -1.8088, -1.8196], [-0.4909, -1.3518, -0.3040], [1.0610, -1.9842, -3.0803], [0.1278, -0.2684, -2.7838], [1.6028, -0.6267, -0.2386], [2.6471, -1.7812, -1.3004], [3.9977, -0.0069, -1.9956], [3.0418, 1.2110, -0.9208], [3.4314, 1.7385, -3.5936], [2.0748, 0.5121, -4.0466], [0.7280, 2.5593, -3.8885], [2.0314, 3.4482, -2.8405], [1.3064, 2.4956, -0.6222], [-0.0872, 1.3753, -1.3695], [-5.1321, 3.2823, -0.9636], [-4.0952, 2.6615, 0.4864], [-6.1891, 1.1157, -1.0514], [-4.4686, 0.4258, -1.6827], [-5.1410, 0.6226, 1.5422], [-5.6752, -0.8338, 0.3990], [-3.4710, -1.2912, -0.1044], [0.6701, 0.3103, 1.4936], [2.8981, 1.1241, 3.2253], [2.7874, 3.6391, 4.3484], [-1.1941, 4.7051, 2.3659]],
  "forces_ev_per_a": [[-0.0637, 0.2442, 0.7485], [-0.3142, 0.1398, -0.2682], [-0.1377, -0.7882, 0.5273], [1.4913, 0.0619, -0.8381], [-1.8333, -0.0904, 1.2723], [-0.0817, 0.2609, -0.4612], [-0.7292, -1.0017, 1.6126], [0.6333, -0.3407, -0.0973], [1.0320, 0.1343, -0.1245], [0.7621, 0.5248, -0.5209], [0.7238, 0.3482, -0.0125], [1.6306, -0.3657, -0.1550], [-2.8526, -2.5040, 2.2961], [-2.5958, 5.6447, -0.3172], [2.2851, -5.6874, -1.2202], [1.8948, 0.2270, 3.3935], [-2.0902, -0.3233, 0.7458], [0.5803, -0.4091, 0.3081], [-0.5110, -1.3100, -1.3610], [-1.2093, 0.0526, -1.0743], [1.9869, 2.5671, -0.8830], [4.3961, -0.1029, 2.7805], [0.2132, 4.1618, 1.8938], [-3.8961, 2.7464, -1.1382], [-1.5204, -1.3997, -1.5316], [0.0970, -6.0290, -3.0379], [0.7800, -1.6731, -0.1428], [-1.1270, -0.5267, 1.8523], [0.3346, 2.2994, -0.2781], [-1.3187, -1.3414, -1.7473], [1.4979, 2.1242, -0.4253], [0.0438, -2.0345, -1.7328], [0.7853, -2.1805, -0.6724], [-1.8614, 0.6108, 1.5924], [-0.5088, 2.2595, -0.1829], [1.8754, -0.5347, -1.0999], [2.3879, 1.0734, 0.4883], [-1.9932, 0.7301, 0.8131], [2.2974, -0.3245, 0.9114], [0.1194, -1.0842, -2.0301], [-0.9125, 1.9020, 1.1201], [1.5024, -1.6762, 0.6497], [0.5039, -0.3050, -2.2145], [-1.5987, 2.0975, 0.0030], [-2.4025, 0.9706, 0.3090], [-0.3951, -1.6953, -1.9531], [-2.1372, -1.1495, 0.9302], [0.7126, 1.3498, 2.2418], [0.8848, -0.1897, 2.1459], [-1.6095, -2.0797, -0.0713], [-1.7718, -0.5550, -1.9288], [1.3176, 1.6896, -0.4407], [2.2902, -1.4399, 0.3687], [-0.1515, -0.2659, -2.2672], [2.6158, -0.0957, 0.4056], [-1.3867, 1.2406, 1.7490], [0.7892, -1.0546, -1.9800], [1.3022, 2.1103, 0.4721], [-0.5333, 1.6335, 1.4916], [0.0841, 2.2934, 1.0616], [-2.2204, 1.5685, -0.5801], [-2.3719, -0.6088, -1.7542], [2.2846, -1.8996, 0.3581]],
  "e_lumo_ev": -0.401,
  "homo_energy_ev": -8.98,
  "e_above_lowest_kcal_mol": 360.43,
  "smiles": "CCCCCCCCCCCCO[P@@](=O)(OCCCO)Oc1cccnc1",
  "homo_lumo_gap_ev": 8.5803,
  "spin_multiplicity": 1
}



Record 2
{
  "formula": "C20H37BN2O11P2",
  "method": "the ωB97M-V functional and the def2-TZVPD basis",
  "species": ["N", "B", "O", "C", "C", "C", "C", "C", "C", "C", "O", "N", "C", "O", "H", "H", "H", "H", "H", "H", "H", "C", "C", "O", "P", "O", "O", "C", "C", "O", "C", "C", "H", "H", "H", "H", "H", "H", "H", "H", "H", "H", "H", "H", "H", "H", "H", "C", "C", "O", "P", "O", "O", "C", "C", "O", "C", "C", "H", "H", "H", "H", "H", "H", "H", "H", "H", "H", "H", "H", "H", "H", "H"],
  "xyz": [[-4.4500, -5.6988, 5.5747], [-4.3720, -4.3406, 5.0586], [-5.4780, -3.5255, 5.2332], [-3.1346, -3.7170, 4.2761], [-2.9438, -3.9161, 2.9038], [-1.8632, -3.3454, 2.2378], [-1.0045, -2.5619, 2.9792], [-1.1963, -2.3373, 4.3437], [-2.2499, -2.9194, 5.0163], [-0.1040, -1.4065, 4.8357], [0.0212, -1.0725, 5.9864], [0.6611, -1.0036, 3.7026], [0.2249, -1.7892, 2.5762], [0.8382, -1.7579, 1.5407], [-5.4409, -5.8700, 5.7478], [-4.0078, -5.7496, 6.4904], [-5.2406, -2.6131, 5.0282], [-3.6496, -4.5222, 2.3382], [-1.7041, -3.4757, 1.1691], [-2.3555, -2.7363, 6.0857], [1.6099, -1.2509, 3.9879], [2.1889, -0.8693, -1.3575], [0.8146, -1.2068, -1.9072], [0.7470, -1.0337, -3.3227], [0.9796, -2.2996, -4.3507], [0.1834, -3.3929, -3.7175], [-0.0163, -1.8823, -5.5782], [-1.0656, -2.7524, -5.9961], [-2.3649, -2.4215, -5.2871], [2.1698, -1.5225, -5.1843], [3.4700, -1.3407, -4.6339], [4.1073, -2.6311, -4.1613], [2.9371, -1.5846, -1.7123], [2.1871, -0.9020, -0.2692], [2.5073, 0.1252, -1.6703], [0.5392, -2.2168, -1.6011], [0.0846, -0.5273, -1.4660], [-0.7880, -3.7954, -5.8472], [-1.1943, -2.6149, -7.0721], [-2.2235, -2.3053, -4.2127], [-3.1106, -3.2002, -5.4577], [-2.7664, -1.4744, -5.6530], [3.4319, -0.5916, -3.8401], [4.0847, -0.9103, -5.4267], [3.4581, -3.1697, -3.4623], [5.0561, -2.4262, -3.6643], [4.2977, -3.2950, -5.0061], [-1.0662, 4.6918, 2.9906], [-0.9390, 3.6963, 1.8522], [-0.5209, 4.3180, 0.6419], [1.0699, 4.3420, 0.2002], [1.5127, 2.9470, 0.4960], [0.9360, 4.2730, -1.4253], [1.5583, 3.2188, -2.1606], [0.6023, 2.0627, -2.3753], [1.0931, 5.9812, 0.0314], [1.0834, 6.8493, 1.1592], [2.1825, 6.5483, 2.1577], [-0.0888, 5.0946, 3.2683], [-1.4935, 4.2177, 3.8758], [-1.7041, 5.5308, 2.7072], [-0.2729, 2.8817, 2.1426], [-1.9199, 3.2558, 1.6589], [2.4728, 2.8900, -1.6661], [1.8576, 3.6266, -3.1287], [0.0854, 1.7795, -1.4580], [1.1286, 1.1944, -2.7592], [-0.1727, 2.3392, -3.0929], [0.0959, 6.8358, 1.6249], [1.2216, 7.8607, 0.7729], [2.1670, 5.4986, 2.4714], [2.0737, 7.1756, 3.0429], [3.1619, 6.7415, 1.7175]],
  "forces_ev_per_a": [[-0.5187, 0.7093, 0.0076], [-0.3948, 0.1249, -0.1465], [0.5875, -0.1080, 0.0116], [-0.1586, -0.2514, 0.9274], [0.1379, 0.0097, -0.0856], [-0.0659, 0.0560, -0.3293], [0.5447, 0.7742, 0.4919], [0.5572, 0.2572, -0.7330], [0.2062, 0.1791, -0.1388], [-1.8174, -0.3377, 0.3401], [0.6245, 0.0816, -0.6114], [-0.1372, -1.5260, 1.3738], [0.5260, 0.2578, -0.3802], [-0.6184, -0.4282, 0.2587], [0.1562, -0.1723, 0.1596], [0.3477, -0.3757, -0.3007], [-0.3268, -0.0535, -0.2661], [0.1353, 0.0584, 0.1629], [-0.0603, -0.0561, 0.2105], [-0.1272, -0.1079, -0.2082], [0.3733, 0.9055, -0.7412], [0.1991, -0.0913, -0.1594], [-0.0012, 0.0788, 0.7172], [0.9589, -0.9132, -0.0899], [-5.2579, 5.0135, -0.9539], [3.1236, -1.4635, 0.0047], [0.6747, -0.3592, -0.1976], [-0.3228, -0.1152, 0.0791], [-0.1403, 0.2186, 0.0337], [0.7145, -2.6334, 0.7306], [0.5628, 0.2817, 0.1679], [-0.0816, -0.1103, -0.1282], [-0.0204, -0.0201, 0.0295], [-0.0902, -0.0142, -0.0221], [-0.0138, 0.0050, 0.0445], [-0.0854, -0.0513, -0.2498], [-0.0649, -0.0244, -0.1599], [0.0130, 0.0348, 0.1574], [0.1605, 0.1573, 0.0267], [0.1269, -0.1948, -0.0031], [0.0174, 0.0106, -0.0306], [-0.0006, -0.0306, -0.0388], [-0.1754, -0.1090, 0.1153], [-0.1951, -0.0220, -0.1073], [0.0510, 0.0754, 0.0859], [-0.0331, -0.0152, 0.0348], [-0.0137, 0.0067, 0.0129], [0.1359, 0.1770, -0.0448], [-0.4104, -0.2860, 0.3269], [0.9798, 0.4356, 0.6918], [-5.3735, -1.3757, -4.8285], [2.1467, 1.7590, 2.0907], [0.6281, 0.4748, 0.3550], [-0.0889, -0.3781, -0.0876], [-0.2595, 0.1943, -0.1200], [2.1378, -0.9811, 1.5587], [-0.1304, 0.4918, 0.3828], [0.1139, -0.0577, -0.1216], [-0.0144, -0.0291, 0.0409], [0.0096, -0.0511, -0.0460], [-0.0363, -0.0502, -0.0114], [0.1114, 0.0183, -0.1996], [0.0522, 0.0260, -0.1526], [-0.0891, -0.0267, 0.1268], [-0.1091, 0.1994, 0.0815], [0.2283, 0.0516, 0.1395], [-0.0532, 0.0680, -0.1669], [0.0502, -0.0058, -0.0391], [-0.0098, -0.2264, 0.0146], [0.0047, -0.1160, -0.1867], [-0.0798, 0.0367, 0.0785], [-0.0069, -0.0444, 0.0113], [-0.0143, -0.0160, 0.0029]],
  "e_lumo_ev": -0.468,
  "homo_energy_ev": -10.01,
  "smiles": "NB(O)c1ccc2c(c1)C(=O)NC2=O.CCOP(=O)(OCC)OCC.CCOP(=O)(OCC)OCC",
  "homo_lumo_gap_ev": 9.5435,
  "spin_multiplicity": 1
}



Record 3
{
  "formula": "C20H37CrF3NO17",
  "method": "the ωB97M-V functional and the def2-TZVPD basis",
  "species": ["Cr", "N", "O", "O", "O", "C", "C", "O", "C", "O", "O", "C", "H", "H", "H", "H", "H", "H", "H", "H", "C", "C", "O", "C", "O", "O", "C", "H", "H", "H", "H", "H", "H", "H", "H", "C", "C", "O", "C", "O", "O", "C", "H", "H", "H", "H", "H", "H", "H", "H", "C", "C", "O", "C", "O", "O", "C", "H", "H", "H", "H", "H", "H", "H", "H", "C", "C", "O", "C", "O", "C", "F", "F", "F", "H", "H", "H", "H", "H"],
  "xyz": [[5.8688, 11.5154, 13.7973], [4.3932, 9.4909, 15.9068], [4.1058, 8.4460, 15.3243], [4.3330, 9.5894, 17.1331], [4.7228, 10.4555, 15.2783], [7.6445, 9.9177, 9.5038], [6.3911, 10.7910, 9.2072], [5.2095, 10.0670, 9.5388], [4.8932, 9.8799, 10.8599], [5.4640, 10.3301, 11.8564], [3.9138, 8.9901, 10.9232], [3.1717, 8.7105, 12.0935], [7.7356, 9.6152, 10.5470], [8.5296, 10.5147, 9.2840], [7.6827, 9.0502, 8.8451], [6.2817, 11.1210, 8.1741], [6.4828, 11.6263, 9.9014], [2.2164, 8.2312, 11.8794], [2.9432, 9.6242, 12.6421], [3.7701, 8.1419, 12.8052], [8.0473, 9.5413, 17.5670], [7.7155, 10.9944, 17.8256], [8.6117, 11.8939, 17.2180], [8.4585, 12.3281, 15.9991], [7.6898, 11.8739, 15.1597], [9.3715, 13.2334, 15.7936], [9.6259, 13.8623, 14.4951], [8.9103, 9.3042, 18.1892], [8.2879, 9.4498, 16.5078], [7.2059, 8.8904, 17.8047], [7.7618, 11.1349, 18.9055], [6.6482, 11.1120, 17.6384], [10.4370, 14.5903, 14.4790], [8.7781, 14.5023, 14.2507], [9.7553, 13.1493, 13.6809], [11.1759, 10.9486, 13.1819], [9.8077, 10.4161, 12.6556], [9.4528, 9.2512, 13.3623], [8.1881, 9.0525, 13.7901], [7.2501, 9.8188, 13.7672], [8.1777, 7.7916, 14.2630], [6.9744, 7.1146, 14.5724], [11.3192, 11.0462, 14.2580], [11.5320, 11.8597, 12.7011], [11.9469, 10.2630, 12.8304], [9.7297, 10.1935, 11.5914], [9.1309, 11.2626, 12.7720], [7.1131, 6.0512, 14.7676], [6.2808, 7.1255, 13.7317], [6.6345, 7.5060, 15.5313], [0.7257, 9.1251, 15.9731], [0.7431, 8.4947, 17.3478], [-0.1747, 9.1605, 18.1692], [-1.3367, 8.5874, 18.5696], [-1.7585, 7.4781, 18.1676], [-1.8589, 9.3693, 19.5201], [-3.1236, 9.0061, 20.0661], [-0.1638, 8.9509, 15.3676], [1.5757, 8.9842, 15.3054], [0.6395, 10.1987, 16.1406], [1.6710, 8.7780, 17.8446], [0.6767, 7.4067, 17.3487], [-3.5896, 9.7042, 20.7615], [-3.1748, 8.0440, 20.5760], [-3.9423, 8.7994, 19.3769], [1.8263, 11.8168, 20.0867], [2.4510, 10.4225, 19.7908], [3.7399, 10.3604, 20.2950], [4.1424, 9.8499, 21.4936], [3.4136, 9.4236, 22.4163], [5.6487, 9.9127, 21.6280], [5.9754, 10.2853, 22.8483], [6.1683, 8.7187, 21.4428], [6.1770, 10.7926, 20.7532], [2.4292, 12.6650, 19.7623], [1.6647, 11.9039, 21.1611], [0.8491, 11.9135, 19.6135], [2.5176, 10.4290, 18.7028], [1.7839, 9.5959, 20.0353]],
  "forces_ev_per_a": [[0.5635, -2.8768, 1.0558], [-1.6154, -4.5969, 3.2590], [0.0285, -0.1742, -0.3575], [0.1233, 0.0129, 0.0143], [2.2311, 6.1270, -4.1580], [-0.2539, 0.4825, -1.0458], [1.5018, -0.4475, 1.5791], [-1.1367, -0.4528, 2.4053], [-0.5472, -1.4453, -1.2170], [-0.1202, 1.4712, -0.0011], [0.5341, 0.8562, -1.6253], [0.1603, 0.5258, 1.9157], [-0.4093, -0.0180, -0.0303], [0.0561, 0.0754, -0.0929], [-0.0680, -0.0811, 0.1660], [0.0628, -0.1750, 0.2167], [-0.2731, 0.4477, -0.3496], [0.4652, -0.1048, -0.5540], [-0.0398, 0.2629, -0.1706], [-0.0685, -0.3077, -0.2099], [0.6420, 0.4366, -0.2498], [-1.8501, -1.6653, 1.4929], [0.0347, 0.7453, -0.0977], [0.7667, -0.4171, 0.2779], [-1.5726, 0.6091, -0.8118], [1.3654, 1.2822, -0.9173], [-1.4663, 0.2059, -0.3268], [0.0438, -0.4671, -0.3096], [0.1142, -0.3938, -0.0102], [0.0375, 0.1284, 0.0948], [0.4553, 0.5211, -0.1551], [0.0715, 0.8095, -0.8361], [0.3980, -0.6817, 0.9675], [-0.3622, -0.2324, 0.0189], [0.0793, -0.1907, 0.4088], [0.6528, -1.1801, -1.3858], [0.6603, 2.1118, 0.3296], [-1.4213, -0.1661, 0.7486], [1.1441, -2.1147, 0.2852], [0.1277, -0.1779, -0.4773], [1.0024, 1.0080, -0.9728], [-0.9633, -0.1509, 0.7258], [-0.6466, -0.0822, 0.0013], [-0.6757, 0.3221, -0.0383], [0.0670, -0.3628, 0.3123], [0.7706, -0.1143, -0.0091], [-0.7374, -0.3413, 0.4641], [1.0001, 0.1264, -0.1993], [-0.2399, 0.6351, 0.3062], [-0.7450, 0.2146, -0.4050], [-0.6708, 1.0435, -0.6173], [1.3927, -0.3201, -0.6081], [-2.1455, 0.2946, 1.2365], [-0.1433, -3.2203, -1.0301], [0.9939, 3.5703, 1.2445], [-0.4723, 0.0663, -0.1903], [-1.8819, -1.4565, 0.2805], [-0.1926, -0.6435, 0.2300], [0.2462, -0.4435, 0.4802], [0.3181, 0.2598, 0.0781], [0.3246, -0.4387, -0.3909], [-0.4777, 0.1032, 0.1157], [1.1298, 0.6585, -0.1253], [1.1193, -0.0973, 0.2797], [0.4960, 0.5355, -1.0765], [-0.2405, -0.7853, 0.8172], [-2.1755, 1.7650, -1.0583], [2.6086, -1.0262, 1.6009], [-4.6801, -0.4205, 1.4444], [2.5478, 1.3273, -3.3581], [-0.0476, 0.5878, 0.0876], [0.1532, 0.4844, 0.5066], [0.4718, -0.7777, -0.6450], [0.2205, -0.3232, 0.1404], [0.2891, -0.3003, -0.1028], [-0.0127, 0.1713, 0.0669], [0.0070, -0.2167, -0.0901], [0.6230, -0.4304, 0.0282], [0.2513, 0.0333, 0.6235]],
  "e_lumo_ev": [-5.684, -4.743],
  "homo_energy_ev": [-12.11, -12.11],
  "total_charge": 1,
  "s_squared": 6.0067,
  "homo_lumo_gap_ev": [6.4212, 7.3632],
  "spin_multiplicity": 5
}



Calculated values (eV) of total energy for the records, taken in order: -42327.056; -66101.302; -94199.856.